Here is a single C4H7NO molecule at a distorted geometry from OMol25. Energies are from the ωB97M-V functional and the def2-TZVPD basis.

Atoms and positions in Å:
C -1.242 -0.971 0.258
C -0.371 0.075 -0.592
C 0.305 1.417 -0.125
O 1.326 0.934 0.762
C 1.557 -0.320 0.297
N 0.820 -0.784 -0.620
H -2.156 -1.212 -0.282
H -1.456 -0.658 1.279
H -0.727 -1.948 0.356
H -0.862 0.256 -1.556
H -0.236 2.225 0.377
H 0.819 1.878 -0.999
H 2.293 -0.897 0.839

As for the spin multiplicity: 1. The calculation puts the total energy at -7797.5343 eV. The lowest unoccupied orbital energy is 1.025 eV. As for the maximum force: 1.19 eV/A. The calculation puts the HOMO-LUMO gap at 10.34 eV. For the energy above the lowest of the compared OMol25 structures with the same formula, charge and spin, the calculation gives 48.7 kcal per mole. As for the SMILES: C[C@H]1COC=N1.

Here is C4H7NO as an isolated structure from OMol25. Energies are from the ωB97M-V functional and the def2-TZVPD basis.

Atoms and positions in Å:
C -1.781 -0.443 0.295
C -0.371 -0.769 0.672
C 0.755 0.745 -1.045
N 0.625 -0.013 0.210
C 1.890 0.322 0.455
O 2.125 1.010 -0.759
H -2.210 0.393 0.874
H -2.428 -1.310 0.464
H -1.880 -0.179 -0.767
H -0.144 -1.348 1.559
H 0.629 0.098 -1.915
H 0.139 1.646 -1.097
H 2.653 -0.150 1.055

As for the spin multiplicity: 1. The calculation puts the total energy at -7795.0202 eV. The lowest unoccupied orbital energy (spin up / spin down) is 0.987 / 0.969 eV. As for the maximum force: 0.48 eV/A. The calculation puts the HOMO-LUMO gap (spin up / spin down) at 7.22 / 7.18 eV. For the energy above the lowest of the compared OMol25 structures with the same formula, charge and spin, the calculation gives 106.6 kcal per mole.

Here is a 2-piece molecular cluster, C4H7NO overall from OMol25. Energies are from the ωB97M-V functional and the def2-TZVPD basis.

Atoms and positions in Å:
C 1.863 0.343 0.575
O 0.663 -0.233 0.826
C -0.186 -0.571 -0.080
C -1.564 -0.969 0.326
C -0.174 1.698 -0.859
N -1.034 2.168 -1.471
H 2.438 0.485 1.486
H 0.823 1.549 -0.295
H 2.377 -0.004 -0.324
H 0.195 -0.800 -1.078
H -1.699 -2.060 0.298
H -1.778 -0.612 1.338
H -2.293 -0.526 -0.365

As for the spin multiplicity: 1. The calculation puts the total energy at -7794.8134 eV. The lowest unoccupied orbital energy (spin up / spin down) is 0.029 / 0.030 eV. As for the maximum force: 0.59 eV/A. The calculation puts the HOMO-LUMO gap (spin up / spin down) at 8.19 / 8.19 eV. For the energy above the lowest of the compared OMol25 structures with the same formula, charge and spin, the calculation gives 111.4 kcal per mole.

Here is a single C4H7NO molecule at a distorted geometry from OMol25. Energies are from the ωB97M-V functional and the def2-TZVPD basis.

Atoms and positions in Å:
C 1.069 -0.650 -0.616
O 1.240 0.759 -0.396
C 0.384 1.261 0.505
C -0.741 0.278 0.538
N -1.390 -0.016 -0.689
C -0.385 -0.962 -0.220
H 1.254 -0.807 -1.665
H 1.799 -1.389 -0.110
H 0.789 1.311 1.589
H 0.198 2.347 0.219
H -1.208 0.343 1.486
H -2.311 -0.518 -0.682
H -0.700 -1.957 0.041

As for the spin multiplicity: 1. The calculation puts the total energy at -7796.7331 eV. The lowest unoccupied orbital energy is 0.988 eV. As for the maximum force: 3.77 eV/A. The calculation puts the HOMO-LUMO gap at 10.09 eV. For the energy above the lowest of the compared OMol25 structures with the same formula, charge and spin, the calculation gives 67.1 kcal per mole. As for the SMILES: C1OC[C@H]2N[C@@H]12.

Here is a single C4H7NO molecule from OMol25. Energies are from the ωB97M-V functional and the def2-TZVPD basis.

Atoms and positions in Å:
C 1.674 0.353 -0.011
N 0.205 0.258 -0.119
C -0.415 1.339 -0.532
C -0.309 -0.936 0.287
C -1.703 -1.230 0.351
O -2.163 -2.298 0.735
H 2.039 1.136 -0.676
H 2.110 -0.604 -0.296
H 1.931 0.585 1.024
H -1.494 1.365 -0.574
H 0.174 2.200 -0.815
H 0.407 -1.691 0.582
H -2.396 -0.420 0.026

As for the spin multiplicity: 1. The calculation puts the total energy at -7796.7422 eV. The lowest unoccupied orbital energy (spin up / spin down) is 0.107 / 0.106 eV. As for the maximum force: 0.31 eV/A. The calculation puts the HOMO-LUMO gap (spin up / spin down) at 7.72 / 7.72 eV. For the energy above the lowest of the compared OMol25 structures with the same formula, charge and spin, the calculation gives 66.9 kcal per mole.

Here is a 2-piece molecular cluster, C4H7NO overall from OMol25. Energies are from the ωB97M-V functional and the def2-TZVPD basis.

Atoms and positions in Å:
C 1.118 -1.072 0.077
C 0.632 -1.478 -1.027
N 1.383 -0.181 -1.104
H 1.251 -1.026 1.143
H -0.019 -2.045 -1.670
H 2.332 -0.380 -1.437
C -0.352 1.314 1.053
C -1.478 0.679 0.732
O -1.812 0.239 -0.508
H -0.151 1.598 2.080
H 0.394 1.542 0.294
H -2.257 0.436 1.451
H -1.041 0.374 -1.085

As for the spin multiplicity: 1. The calculation puts the total energy at -7794.5025 eV. The lowest unoccupied orbital energy is 1.125 eV. As for the maximum force: 0.40 eV/A. The calculation puts the HOMO-LUMO gap at 9.81 eV. For the energy above the lowest of the compared OMol25 structures with the same formula, charge and spin, the calculation gives 118.6 kcal per mole. As for the SMILES: C1=CN1.C=CO.

Here is a single C4H7NO molecule from OMol25. Energies are from the ωB97M-V functional and the def2-TZVPD basis.

Atoms and positions in Å:
C 1.446 0.528 0.298
C 0.098 0.439 -0.386
C -0.368 -0.966 -0.835
C -1.508 -0.792 0.181
O -2.457 -1.443 0.536
N -1.028 0.445 0.547
H 1.638 1.545 0.652
H 1.463 -0.139 1.164
H 2.246 0.240 -0.389
H -0.002 1.199 -1.169
H -0.733 -1.019 -1.864
H 0.322 -1.788 -0.640
H -1.508 1.245 0.929

As for the spin multiplicity: 1. The calculation puts the total energy at -7798.9070 eV. The lowest unoccupied orbital energy is 0.926 eV. As for the maximum force: 0.47 eV/A. The calculation puts the HOMO-LUMO gap at 10.64 eV. For the energy above the lowest of the compared OMol25 structures with the same formula, charge and spin, the calculation gives 17.0 kcal per mole. As for the SMILES: C[C@H]1CC(=O)N1.

Here is a single C4H7NO molecule at a distorted geometry from OMol25. Energies are from the ωB97M-V functional and the def2-TZVPD basis.

Atoms and positions in Å:
C -1.084 -0.817 -0.082
C -0.295 0.473 -0.248
O -0.928 1.564 0.395
C 1.087 0.399 0.410
C 1.937 -0.631 -0.193
N 2.586 -1.451 -0.687
H -2.068 -0.728 -0.557
H -0.564 -1.663 -0.544
H -1.235 -1.029 0.982
H -0.156 0.684 -1.320
H -1.825 1.638 0.048
H 0.964 0.188 1.478
H 1.579 1.372 0.320

As for the spin multiplicity: 1. The calculation puts the total energy at -7798.7527 eV. The lowest unoccupied orbital energy is 0.693 eV. As for the maximum force: 1.14 eV/A. The calculation puts the HOMO-LUMO gap at 11.70 eV. For the energy above the lowest of the compared OMol25 structures with the same formula, charge and spin, the calculation gives 20.6 kcal per mole. As for the SMILES: C[C@@H](O)CC#N.

Here is a single C4H7NO molecule at a distorted geometry from OMol25. Energies are from the ωB97M-V functional and the def2-TZVPD basis.

Atoms and positions in Å:
C 0.373 0.854 1.047
C 0.097 0.326 -0.402
C 1.148 -0.550 -0.985
O 1.011 -1.265 -1.961
C -1.213 -0.324 0.163
N -1.201 0.258 -1.112
H 1.445 0.740 1.073
H 0.019 1.857 1.257
H 0.034 0.223 1.908
H 2.127 -0.484 -0.466
H -1.016 -1.354 0.404
H -1.812 0.236 0.890
H -1.063 -0.536 -1.747

As for the spin multiplicity: 1. The calculation puts the total energy at -7795.3378 eV. The lowest unoccupied orbital energy is 0.673 eV. As for the maximum force: 2.25 eV/A. The calculation puts the HOMO-LUMO gap at 9.42 eV. For the energy above the lowest of the compared OMol25 structures with the same formula, charge and spin, the calculation gives 99.3 kcal per mole. As for the SMILES: C[C@@]1(C=O)CN1.